[1]
Here is a molecular structure, C33H24AsN3O8S2V in a non-equilibrium geometry from the OMol25 dataset. Energies are from ωB97M-V/def2-TZVPD.

Values from the calculation:
ΔE to the lowest compared entry with this formula, charge and spin in kJ/mol: 568.6
E in a.u.: -6014.0037
Orbital gap in eV: 6.473
Net charge: +1

Positions of all 72 atoms, in Å:
As 1.303932 1.972802 -1.257010
V 0.620382 -0.190447 0.736626
S 4.970391 -0.006896 1.370077
S 2.009967 -1.959738 -1.117162
O -0.437057 -0.293358 -1.547548
O 0.406828 1.378501 0.151318
O 3.360048 -1.438202 -0.187181
O 2.392193 3.059072 -0.757957
O 0.507074 -2.214603 -2.182562
O 2.504864 -3.265505 -1.352627
O 1.030539 -1.764615 0.077798
O 0.065620 2.665648 -2.266432
N 0.498802 -0.461747 2.880454
N 2.342856 0.109915 1.340082
N 1.492338 -0.042804 4.820822
C -1.610513 0.494764 -5.476846
C 0.190696 -0.429687 5.138074
C -1.511226 2.035077 2.331241
C 2.542022 1.386312 -3.573615
C -1.130970 -0.347131 -6.474832
C -3.502537 0.823475 1.620082
C 1.624268 -0.097249 3.500720
C -0.213779 -1.141428 -2.425043
C -4.285862 1.906433 2.091808
C 2.113981 0.673519 -2.448503
C 4.079938 0.056104 2.859812
C -1.734684 -1.229520 3.956169
C -2.293094 3.061869 2.773806
C -1.359691 0.200900 -4.147625
C -0.435328 -0.719011 3.928049
C 2.431305 -0.692512 -2.372653
C -1.959343 -1.304111 0.647891
C -0.416991 -1.493793 -6.147459
C 3.251618 0.766647 -4.584635
C -3.700060 3.004329 2.646163
C 2.767948 0.091544 2.662546
C -3.371110 -1.359737 0.576221
C 3.423366 -0.139318 0.389090
C -2.090775 0.893797 1.723057
C -0.627193 -0.937845 -3.821134
C -0.164171 -1.792792 -4.818980
C 3.575697 -0.572546 -4.478421
C -1.727592 -0.992092 6.378164
C -1.366176 -0.202744 1.188359
C -2.359369 -1.350913 5.180601
C 3.167197 -1.307457 -3.380981
C -0.425899 -0.539193 6.375654
C -4.115711 -0.322439 1.046719
H 3.411830 -2.357330 -3.296870
H -3.842660 -2.237442 0.154045
H -0.054617 -2.149484 -6.928081
H 0.095856 -0.288583 7.290969
H -3.367145 -1.744170 5.213900
H -1.314414 -0.106736 -7.514685
H -0.437858 2.099103 2.447225
H 4.595835 0.043578 3.809171
H -0.558967 3.174947 -1.731999
H 2.316366 2.441205 -3.644771
H 3.494429 0.631697 -0.370721
H 4.153498 -1.059301 -5.252985
H -5.197968 -0.357769 0.990053
H 3.558321 1.337829 -5.449884
H -2.176334 1.379960 -5.736717
H 0.390650 -2.679980 -4.545509
H -1.831760 3.930353 3.226815
H -2.247944 -1.541781 3.063096
H -1.718270 0.845874 -3.356415
H -5.364284 1.844319 1.998667
H -1.386370 -2.145259 0.284993
H -4.306378 3.831650 2.992331
H 2.213495 0.224279 5.470237
H -2.260051 -1.088203 7.314932

Force components x, y, z for each atom (eV/Å):
0.425 1.078 -0.384
-2.442 0.216 2.719
-0.038 0.003 0.019
0.868 0.335 0.229
0.381 -0.173 -0.094
0.183 1.268 -1.238
-0.210 0.117 0.178
-0.107 -0.371 0.075
0.020 0.072 -0.180
-0.263 -0.073 -0.131
0.767 -1.329 -1.153
-0.087 -0.372 0.177
-0.033 0.079 0.029
0.502 -0.259 -0.235
-0.053 0.025 0.293
-0.017 -0.034 0.009
0.224 0.102 0.047
0.077 -0.021 -0.046
-0.030 -0.140 0.129
0.007 0.011 0.024
-0.123 -0.069 -0.012
-0.028 -0.132 -0.201
-0.066 -0.120 0.301
-0.048 -0.036 -0.016
-0.031 -0.305 0.031
0.587 0.007 0.186
-0.006 -0.003 -0.056
-0.122 0.032 0.032
-0.111 0.025 -0.045
0.100 -0.006 -0.287
-0.080 0.168 -0.072
0.060 -0.024 0.078
-0.032 0.016 0.005
0.022 0.061 -0.098
0.102 0.053 0.038
-0.517 -0.032 -0.290
0.008 -0.073 0.029
0.044 -0.365 0.425
0.059 -0.077 -0.061
-0.061 -0.013 -0.041
-0.013 -0.043 -0.057
0.086 -0.022 -0.107
-0.013 -0.022 -0.014
0.070 0.032 0.028
0.002 0.003 0.069
-0.081 0.076 0.178
0.031 0.005 0.052
-0.042 0.105 0.043
-0.013 0.019 -0.034
0.010 0.019 -0.017
-0.012 0.004 0.009
-0.032 -0.011 -0.038
0.023 0.021 -0.005
-0.014 -0.017 0.025
0.012 -0.006 -0.043
-0.015 -0.059 -0.073
0.006 0.107 -0.035
0.017 0.070 -0.047
-0.138 0.107 -0.227
-0.029 0.001 0.000
0.046 0.017 0.012
0.009 0.010 0.011
0.019 -0.020 -0.008
0.028 0.030 -0.013
-0.017 -0.022 -0.002
-0.025 0.020 0.006
0.066 0.002 -0.031
0.043 0.001 -0.009
0.013 -0.017 -0.066
0.025 -0.031 0.005
-0.010 -0.002 -0.004
0.018 -0.018 -0.022

=====

[2]
Here is a molecular structure, C33H24AuN7S4 from the OMol25 dataset. Energies are from ωB97M-V/def2-TZVPD.

Values from the calculation:
E in a.u.: -3383.5315
2S+1: 3
Orbital gap (spin up / spin down) in eV: 5.833 / 5.832
Net charge: 0

Positions of all 69 atoms, in Å:
Au -1.392241 -0.304093 -0.749079
S 1.051443 1.616632 -1.729032
S -1.706869 2.043499 0.367508
S -2.949642 -1.301153 0.584960
S -2.352004 -1.415265 -2.557019
N 0.220863 -0.194920 0.894675
N -8.867533 -2.839793 -0.020654
N 0.219029 2.742830 3.533637
N 0.325153 0.828182 1.712388
N 0.104751 0.376989 -2.033433
N -8.047492 -3.219546 -4.014096
N -0.297581 2.977978 2.337487
C 1.290333 2.453024 -3.290918
C 0.303612 2.328825 -4.255945
C 5.050648 -0.237456 -0.724320
C -1.292017 -0.230439 5.146586
C 2.725491 -3.446472 1.730392
C -6.501865 -2.375091 -0.959519
C -7.818638 -2.640929 -0.444727
C 0.691035 0.413755 6.335542
C -1.118122 0.818801 4.259157
C 2.681018 0.979503 -1.410377
C 1.839460 -3.481550 0.660990
C 2.763491 -2.323052 2.549390
C -7.243712 -2.906629 -3.255396
C 0.881135 1.461234 5.449257
C 4.312876 0.422228 0.245102
C 1.550831 3.834159 -5.659340
C 2.523346 3.959884 -4.674606
C -3.950899 -1.791186 -1.930594
C 1.937777 -1.241050 2.305598
C -0.391257 -0.441945 6.182117
C 3.412765 0.320403 -2.392443
C -0.484075 1.874901 1.512610
C 3.114999 1.038222 -0.094473
C 1.049229 -1.271063 1.219085
C 1.006722 -2.406755 0.403918
C 0.444799 3.025666 -5.449318
C -6.223484 -2.500903 -2.325500
C -5.496656 -1.972617 -0.090727
C 2.397673 3.270184 -3.480209
C -4.221619 -1.694650 -0.564898
C -0.015902 1.654657 4.404188
C -4.950867 -2.210271 -2.798393
C 4.604465 -0.287691 -2.041813
H 3.059324 0.287477 -3.416222
H 3.153772 3.363288 -2.711142
H 5.978756 -0.724141 -0.454753
H 0.611662 3.569129 3.957830
H -0.557023 1.698185 -4.073678
H 5.185838 -0.805690 -2.792855
H -1.835985 0.990546 3.468820
H 3.373501 -4.289755 1.929717
H 1.395487 0.262659 7.142954
H 1.789674 -4.356592 0.025702
H 4.658613 0.448834 1.269571
H -5.712366 -1.874156 0.965121
H 1.657271 4.371440 -6.592302
H -4.742611 -2.306495 -3.855936
H -0.536683 -1.263777 6.870101
H 0.306343 -2.442337 -0.422154
H 3.442579 -2.293416 3.392607
H 1.734724 2.121340 5.553316
H 1.953732 -0.370697 2.945182
H -2.146334 -0.883990 5.028304
H 0.472591 -0.267189 -2.724705
H -0.316278 2.934555 -6.212579
H 3.384074 4.594464 -4.837730
H 2.508869 1.529280 0.657076

Force components x, y, z for each atom (eV/Å):
0.206 -0.364 -0.276
0.095 0.097 0.308
0.025 0.102 0.007
-0.069 0.173 -0.014
-0.076 0.133 0.182
-0.174 -0.033 0.444
0.004 -0.018 0.018
0.036 -0.059 0.038
0.210 -0.029 -0.266
-0.211 -0.013 -0.361
0.008 -0.020 -0.011
0.000 -0.181 -0.062
-0.022 -0.099 -0.048
0.036 0.021 -0.025
-0.002 -0.005 0.005
0.001 0.000 -0.002
0.007 0.017 0.000
-0.091 -0.016 0.061
0.091 0.040 -0.063
-0.001 0.011 -0.019
0.002 -0.024 0.004
0.025 -0.027 0.011
-0.015 -0.006 -0.028
-0.011 -0.005 -0.009
0.063 0.052 0.086
0.031 -0.035 0.025
0.005 0.014 -0.030
0.003 0.002 0.000
-0.005 -0.003 0.003
0.054 -0.038 0.010
-0.052 -0.025 -0.001
-0.006 0.004 -0.002
0.020 0.001 0.008
-0.168 0.231 0.216
0.048 0.005 -0.033
-0.009 0.083 -0.090
0.028 -0.019 -0.002
-0.012 -0.004 0.009
-0.068 -0.041 -0.104
0.000 -0.028 0.044
-0.024 0.031 0.012
0.090 -0.037 0.036
-0.013 0.100 -0.080
0.042 -0.011 -0.049
-0.004 0.001 -0.001
-0.008 0.007 0.001
0.007 -0.015 -0.002
0.002 0.003 -0.002
-0.036 0.026 0.018
0.010 0.001 0.004
0.000 -0.001 0.002
-0.006 0.006 -0.006
-0.003 -0.002 0.002
-0.004 0.000 0.003
0.006 0.003 -0.001
-0.012 -0.004 -0.001
-0.007 0.003 -0.004
-0.003 0.004 0.003
-0.016 0.023 -0.003
0.000 -0.003 -0.003
0.001 -0.001 0.006
-0.004 0.000 0.006
-0.005 0.000 -0.002
-0.001 0.007 0.018
0.003 -0.004 0.001
-0.028 -0.026 0.001
0.003 -0.002 -0.001
-0.001 0.000 0.001
0.004 -0.004 0.010

=====

[3]
Here is a molecular structure, C33H24BrFGaGeI2N2O from the OMol25 dataset. Energies are from ωB97M-V/def2-TZVPD.

Values from the calculation:
ΔE to the lowest compared entry with this formula, charge and spin in kJ/mol: 0.0
E in a.u.: -8727.8004
Orbital gap in eV: 5.294
Net charge: -1

Positions of all 66 atoms, in Å:
I 5.052387 6.445102 -1.562575
I -0.251752 4.322307 -3.321060
Br -4.215102 -2.624972 -3.886661
Ge -0.269910 -0.784404 1.113995
Ga 1.668762 -0.090172 -1.495155
F 2.512366 -1.026846 -2.813698
O 1.173849 1.636590 -2.346004
N 3.546596 1.169217 -1.290546
N -0.238197 -0.745751 -2.421288
C -3.281723 -3.527447 -0.320638
C 3.269985 2.445835 -1.622543
C -0.582129 -3.560666 0.277585
C 0.756899 -0.371042 3.820449
C -3.740699 1.671991 1.640400
C -0.900029 -2.087098 3.716243
C 0.866270 -0.551484 5.191794
C 5.686007 1.846611 -0.524929
C -2.646240 -2.372759 0.126493
C 4.185112 3.498805 -1.426045
C -1.472630 -2.655028 -3.139294
C -0.129670 -1.132736 3.056128
C -2.563655 -4.704852 -0.464597
C 1.634751 3.951365 -2.524885
C 5.427880 3.148301 -0.853646
C 0.085554 -1.505304 5.832603
C -2.819899 0.634461 1.710836
C 1.955942 2.644021 -2.189925
C -1.288110 -2.365339 0.437211
C -1.207052 -4.718921 -0.163160
C 1.370993 -0.456374 0.316993
C -2.532220 -0.505146 -3.014372
C -3.464950 2.792825 0.866686
C -2.589670 -1.856939 -3.293821
C -1.344910 1.829376 0.265163
C 2.536794 5.011551 -2.338304
C -0.797710 -2.274275 5.090366
C -2.260546 2.872429 0.182394
C -1.321013 0.009739 -2.581424
C -1.612334 0.684999 1.012676
C -0.313133 -2.047957 -2.689989
C 3.779518 4.804900 -1.807660
C 4.703817 0.869408 -0.762361
H -0.635372 -5.633475 -0.276349
H 2.215454 -0.434299 1.001096
H 4.867958 -0.171981 -0.511270
H -3.045685 -0.228009 2.331930
H -4.180384 3.604842 0.808689
H 1.371418 0.375160 3.327830
H 6.167237 3.918252 -0.676665
H 0.167890 -1.648958 6.903515
H -4.337407 -3.503621 -0.565313
H 1.561065 0.052794 5.763743
H 0.482948 -3.567517 0.490295
H 0.599274 -2.611900 -2.544062
H -2.025562 3.748111 -0.412295
H -1.499224 -3.715750 -3.336681
H 6.630818 1.560375 -0.083663
H 2.229167 6.009551 -2.620060
H -3.393062 0.137324 -3.124066
H -1.408134 -3.024502 5.580079
H -4.671843 1.608824 2.192218
H -0.389929 1.907376 -0.246937
H -3.056712 -5.604531 -0.814474
H -1.205593 1.063016 -2.361635
H -3.225655 -1.461182 0.222792
H -1.588861 -2.704246 3.147819

Force components x, y, z for each atom (eV/Å):
0.012 0.019 0.000
-0.009 -0.002 -0.003
0.003 0.005 0.003
-0.051 -0.013 0.002
0.056 0.065 -0.076
-0.015 -0.002 0.028
-0.037 -0.030 -0.026
-0.018 -0.040 0.017
0.047 -0.038 0.076
-0.005 -0.004 -0.006
0.009 0.028 -0.017
-0.009 0.010 0.004
-0.007 0.001 -0.010
-0.009 0.001 -0.003
-0.029 -0.029 -0.020
0.006 0.000 0.015
-0.005 0.001 -0.005
-0.015 0.005 0.007
0.025 0.036 0.004
0.010 0.020 -0.015
0.063 0.054 -0.024
-0.024 -0.015 -0.015
0.021 0.022 0.000
-0.006 -0.008 0.002
0.010 0.003 0.012
-0.030 0.007 0.004
-0.015 0.003 0.011
0.041 0.000 0.021
0.042 -0.008 0.000
-0.043 -0.103 0.026
0.011 0.002 -0.017
-0.017 -0.001 0.007
0.008 0.007 -0.001
0.024 0.018 0.011
-0.043 0.026 -0.012
-0.017 -0.021 -0.002
0.019 0.012 -0.009
-0.017 0.062 -0.008
0.004 -0.007 0.043
-0.003 -0.062 -0.035
0.009 -0.041 0.007
0.011 -0.033 0.005
-0.004 -0.002 0.000
0.012 0.046 0.002
-0.011 -0.002 0.001
0.004 0.007 -0.003
-0.003 0.000 0.002
0.002 0.004 -0.004
0.002 0.004 -0.002
0.000 0.001 0.001
-0.006 0.000 0.000
0.001 0.000 0.001
0.005 -0.004 -0.007
-0.001 0.011 0.012
-0.008 0.000 0.000
-0.009 -0.003 0.005
0.003 0.002 0.000
0.006 0.001 -0.003
-0.013 -0.003 0.007
0.001 0.000 0.003
-0.003 0.006 0.002
0.003 -0.006 -0.013
0.004 -0.002 0.001
0.005 -0.019 -0.005
0.005 0.007 -0.005
-0.002 0.003 0.002

=====

[4]
Here is a molecular structure, C33H24IrN4O4P2Se2 from the OMol25 dataset. Energies are from ωB97M-V/def2-TZVPD.

Values from the calculation:
E in a.u.: -7381.4416
2S+1: 5
Orbital gap (spin up / spin down) in eV: 7.078 / 5.095
Net charge: +1

Positions of all 70 atoms, in Å:
Ir -0.448129 -0.625443 0.762686
Se -5.519195 2.736616 -2.342965
Se 0.056010 1.741736 -0.351270
P -5.835000 1.439276 -0.582551
P -1.921389 2.316405 0.214912
O 4.308612 2.235937 6.279926
O -0.133787 -0.290781 2.786208
O 5.531002 1.502351 4.661420
O 1.585022 -1.172351 0.734255
N -2.390719 -0.324497 0.162620
N -3.275521 -1.310069 0.010268
N -4.446103 -0.803074 -0.192916
N 4.461087 1.695627 5.202460
C -7.424512 3.716335 3.033434
C 0.882553 0.875696 4.534963
C -3.301668 3.474598 3.874656
C -7.873380 0.436019 -2.176335
C 2.244417 -0.012492 2.719820
C -3.604086 4.442985 -0.512377
C 3.262403 1.162688 4.543520
C 2.008396 1.361314 5.139136
C -4.062609 5.422719 -1.385840
C -7.121636 0.263096 -1.018212
C -8.910055 -0.438782 -2.463916
C 0.957476 0.176092 3.304538
C -3.248007 3.022652 2.568343
C 2.454480 -0.735158 1.503801
C -8.457227 -1.643382 -0.430320
C -9.201405 -1.474597 -1.591598
C -7.416321 -0.781867 -0.139472
C -0.845060 3.187047 2.605675
C -3.475320 5.570526 -2.637899
C -6.935620 3.681047 0.679682
C -0.903708 3.639563 3.915714
C 3.391767 0.480574 3.369070
C -7.438262 4.338001 1.792544
C -4.349034 0.556383 -0.162862
C -6.400833 2.405234 0.820294
C -6.383156 1.779495 2.068877
C -2.127918 3.788490 4.548887
C -1.975538 3.753416 -2.149279
C -2.020296 2.890214 1.921017
C -2.557379 3.599738 -0.894849
C -6.901954 2.436263 3.172026
C -3.008403 0.872170 0.056886
C -2.436067 4.735017 -3.015700
H -1.970011 4.850310 -3.985012
H -2.169374 4.142084 5.570687
H -5.949973 0.792421 2.185149
H -7.851001 5.332305 1.688059
H 1.956947 1.894276 6.077924
H -1.155468 3.112183 -2.444766
H -0.094853 1.006308 4.978581
H -6.824191 -0.943929 0.748957
H 4.374177 0.330877 2.941190
H 3.494560 -0.930814 1.219556
H -6.967197 4.156584 -0.292648
H -6.894425 1.950893 4.138776
H -4.039124 4.378264 0.476188
H -7.670044 1.251215 -2.859787
H -4.168919 2.749593 2.070944
H 0.112269 3.064655 2.115182
H -8.681297 -2.457438 0.245185
H 0.014110 3.870915 4.439757
H -4.259473 3.575107 4.368096
H -7.826099 4.229535 3.897171
H -10.010859 -2.156495 -1.815442
H -4.860448 6.084836 -1.075051
H -3.823858 6.342638 -3.311027
H -9.488375 -0.305951 -3.367746

Force components x, y, z for each atom (eV/Å):
-0.051 0.040 -0.318
-0.014 -0.008 0.091
0.158 -0.030 -0.006
0.011 0.076 -0.168
-0.131 0.026 -0.097
-0.006 0.162 -0.148
-0.027 0.056 0.130
-0.065 0.184 -0.055
0.046 -0.013 0.034
-0.042 -0.118 0.267
0.021 0.035 0.065
-0.015 0.020 -0.023
0.073 -0.501 0.266
-0.001 0.002 -0.003
0.051 -0.052 0.022
0.016 0.008 0.027
-0.011 0.009 -0.025
0.077 0.034 0.014
0.005 -0.003 0.059
0.019 0.135 -0.078
-0.018 -0.012 -0.016
0.024 0.043 -0.060
0.018 -0.031 0.018
0.008 0.007 0.000
-0.026 -0.015 -0.035
-0.041 -0.076 -0.027
-0.056 -0.019 -0.001
-0.009 -0.002 -0.023
-0.004 -0.005 0.007
0.002 0.001 0.020
-0.001 0.104 -0.057
-0.049 -0.005 0.036
-0.022 0.009 -0.030
-0.029 0.048 -0.012
-0.061 0.031 -0.006
-0.006 0.013 0.029
0.053 -0.100 -0.166
0.017 -0.039 0.065
-0.022 0.002 0.020
0.010 0.005 -0.015
0.001 -0.042 0.010
0.050 -0.039 0.076
0.000 0.023 0.038
0.011 0.003 -0.015
-0.020 0.049 0.071
0.013 0.002 -0.020
-0.005 0.005 0.001
-0.001 0.001 0.001
-0.005 0.003 -0.007
0.002 -0.001 0.001
0.006 0.005 0.010
-0.017 0.001 -0.003
0.011 -0.028 -0.005
-0.009 0.009 -0.002
0.009 0.003 0.004
0.011 -0.008 0.031
0.005 -0.005 0.004
-0.001 -0.001 0.001
-0.001 -0.037 0.027
0.005 0.010 0.001
0.055 0.027 -0.024
-0.013 -0.011 0.005
0.003 0.004 0.004
-0.012 0.005 -0.002
-0.002 -0.005 0.001
0.000 0.003 -0.003
0.001 0.002 -0.002
-0.001 0.000 -0.006
0.001 -0.001 0.006
0.003 0.003 -0.001